Record 1
C2H2FLaO2 | wB97M-V/def2-TZVPD

Results
**Orbital gap**: 7.391 eV
**Highest occupied orbital energy**: -18.172 eV
**Calculated total energy**: -9757.735 eV
**ΔE to the lowest compared entry with this formula, charge and spin**: 44.9 kcal per mole
**Charge**: +2

Geometry as XYZ:
```
8
Properties=species:S:1:pos:R:3:forces:R:3
H 1.625 -0.396 1.520 -0.478 0.187 0.670
O 0.106 -1.151 -0.257 -2.142 -0.376 0.689
C 1.201 -0.706 0.184 2.347 5.707 -2.630
C 1.217 0.716 0.716 1.062 -3.190 -3.067
O 0.068 1.308 0.684 -2.306 -0.776 0.192
F 2.318 -0.981 -0.535 -1.063 -0.881 1.803
H 2.128 1.291 0.468 -0.047 -0.463 1.177
La -1.768 0.306 -0.410 2.626 -0.207 1.165
```
Positions in Å, forces in eV/Å.


Record 2
C18H26NO6PS2 | wB97M-V/def2-TZVPD

Results
**Orbital gap**: 6.588 eV
**Highest occupied orbital energy**: -8.071 eV
**Calculated total energy**: -63810.128 eV

Geometry as XYZ:
```
54
Properties=species:S:1:pos:R:3:forces:R:3
C -0.916 6.840 0.581 -0.862 0.777 0.538
P -0.988 5.517 -0.795 0.345 -0.070 -1.089
C -2.854 5.051 -1.075 0.058 -1.283 1.244
C -0.167 3.869 -0.289 1.867 -4.176 1.321
C -0.262 3.142 1.185 2.116 -2.000 -2.958
C 0.479 1.667 1.453 0.390 0.980 -3.289
C 1.330 0.866 0.258 -1.894 4.504 -0.952
C 1.428 1.638 -1.185 -1.532 1.898 1.517
C 0.704 3.079 -1.478 -0.257 -1.228 3.261
C 0.959 3.538 -3.032 -1.031 2.941 0.024
O 0.682 4.720 -3.612 1.934 -8.331 3.319
N 1.592 2.274 -3.611 -0.609 0.529 0.524
C 2.168 1.263 -2.600 2.072 -2.121 -0.648
O 3.097 0.362 -2.926 -6.191 5.571 2.076
H -1.949 6.814 1.139 2.180 0.143 -0.536
H -0.872 7.895 0.029 -0.004 -2.411 1.071
H 0.020 6.766 1.283 -1.990 -0.019 -1.302
H -3.398 5.824 -1.764 1.133 -1.585 1.447
H -3.326 4.940 0.001 0.436 0.373 -2.260
H -2.831 3.947 -1.526 -0.151 2.587 0.722
H -0.867 3.685 2.055 1.532 -1.445 -2.096
H 0.391 1.112 2.501 0.088 1.475 -2.420
H 1.838 -0.178 0.400 -1.173 2.301 -0.214
H 0.941 1.865 -4.331 1.454 0.457 0.754
O 0.821 -3.062 -0.856 -0.298 -0.216 -0.101
S 0.559 -3.782 -2.084 -0.420 -0.049 -0.208
O -0.701 -4.453 -2.335 0.335 0.318 0.478
C 0.920 -2.707 -3.458 0.125 0.374 -0.399
C 2.398 -2.937 -3.737 0.300 0.136 0.044
C 2.607 -4.448 -3.638 0.153 -0.122 -0.330
C 1.901 -4.926 -2.370 0.478 -0.548 0.006
H 0.689 -1.673 -3.195 -0.074 -0.171 0.108
H 0.305 -3.027 -4.304 0.002 0.001 0.183
H 2.686 -2.551 -4.719 -0.040 -0.007 0.188
H 3.007 -2.429 -2.980 -0.124 0.033 -0.157
H 2.163 -4.936 -4.514 0.056 0.054 0.129
H 3.670 -4.709 -3.620 -0.186 0.017 0.001
H 1.499 -5.935 -2.490 -0.067 0.222 0.195
H 2.567 -4.891 -1.503 -0.208 0.061 -0.059
O -0.620 0.254 4.667 -0.139 -0.041 0.243
S -1.415 -0.859 5.142 -0.432 -0.042 0.426
O -2.091 -0.838 6.424 0.460 0.351 -0.452
C -2.596 -1.289 3.878 -0.358 -0.076 -0.422
C -1.861 -2.296 3.006 0.095 -0.036 -0.273
C -1.128 -3.225 3.972 -0.070 -0.366 -0.095
C -0.439 -2.350 5.017 0.472 -0.534 0.065
H -2.905 -0.395 3.335 0.068 0.002 0.215
H -3.458 -1.750 4.369 0.139 0.124 0.022
H -2.550 -2.845 2.358 0.125 0.118 0.069
H -1.134 -1.780 2.367 -0.133 -0.056 0.026
H -1.854 -3.885 4.464 0.099 0.102 -0.065
H -0.406 -3.862 3.452 -0.119 0.102 0.104
H -0.400 -2.842 5.992 0.026 0.296 -0.083
H 0.570 -2.069 4.701 -0.179 0.088 0.090
```
Positions in Å, forces in eV/Å.